[1]
A molecular structure, C4H10NOP at a distorted geometry, computed with ωB97M-V/def2-TZVPD.

As for the energy above the lowest of the compared OMol25 structures with the same formula, charge and spin: 218.4 kJ/mol. Its highest occupied orbital energy is -9.18 eV. As for the frontier orbital gap: 10.087 eV. As for the spin multiplicity: 1.

Structure (XYZ):
```
17
Properties=species:S:1:pos:R:3:nbo_charge:R:1
C -1.0456 -0.6126 -0.2987 -0.41
C -0.6789 0.2558 1.0492 -0.25
C 0.1094 -1.5763 -0.4976 -0.81
C 0.7376 1.7771 -0.4713 -0.41
N 0.6469 0.5927 1.0206 -0.72
O 2.7835 -0.4221 -0.3060 -1.07
P 1.5456 -0.7829 0.3310 1.85
H -2.0694 -1.0462 -0.0801 0.22
H -1.0821 0.1590 -1.1194 0.19
H -1.3279 1.1044 1.2301 0.20
H -0.9244 -0.4622 1.8166 0.18
H -0.1654 -2.4739 -0.0497 0.25
H 0.3019 -1.7278 -1.5573 0.25
H 0.6988 2.6992 0.0088 0.21
H 1.6782 1.2798 -0.8609 0.25
H -0.2094 1.5166 -0.8523 0.18
H 1.5565 -1.4216 1.5980 -0.11
```

***

[2]
A gas-phase ion, C4H10NOS (charge -1) at a distorted geometry, computed with ωB97M-V/def2-TZVPD.

As for the energy above the lowest of the compared OMol25 structures with the same formula, charge and spin: 382.7 kJ/mol. Its highest occupied orbital energy is -1.54 eV. As for the frontier orbital gap: 5.406 eV. Its total charge is -1. As for the spin multiplicity: 1.

Structure (XYZ):
```
17
Properties=species:S:1:pos:R:3:nbo_charge:R:1
C -0.4924 -0.2084 1.1365 -0.21
N -1.0190 0.9327 0.2443 -0.67
C -0.0196 1.9577 0.2698 0.09
O 1.1070 1.7171 -0.5330 -0.78
C -0.3631 -1.5543 0.4298 -0.44
C 0.6835 -1.5218 -0.6067 -0.89
S 0.3450 -1.8281 -2.2336 -0.07
H 0.5218 0.1520 1.2988 0.16
H -1.0779 -0.1227 2.0699 0.16
H -1.2194 0.5142 -0.6479 0.38
H -0.3571 2.9097 -0.2352 0.14
H 0.2344 2.3512 1.2596 0.14
H -1.4006 -1.7105 0.0251 0.19
H -0.3705 -2.4465 1.1137 0.16
H 1.6753 -1.2524 -0.2909 0.16
H 1.3745 0.7438 -0.4264 0.49
H 0.3780 -0.6337 -2.8736 0.00
```

***

[3]
A molecular structure, C4H10NOS2 at a distorted geometry, computed with ωB97M-V/def2-TZVPD.

As for the energy above the lowest of the compared OMol25 structures with the same formula, charge and spin: 163.0 kJ/mol. Its highest occupied orbital energy is -3.62 eV. As for the frontier orbital gap: 7.188 eV. Its total charge is -1. As for the spin multiplicity: 1.

Structure (XYZ):
```
18
Properties=species:S:1:pos:R:3:nbo_charge:R:1
C 2.2937 0.4354 0.1547 -0.61
C 1.0789 -0.1907 -0.4978 -0.43
C 0.1401 -0.9032 0.4152 -0.34
C -1.1603 -1.4375 -0.2756 -0.06
N -2.4473 -1.0111 0.0050 -0.01
O -3.4954 -1.2645 -0.6045 -0.55
S -0.2289 0.2825 1.8601 -0.53
S -0.6220 2.8787 -0.1288 -0.57
H 2.2940 0.8409 1.2340 0.25
H 2.7334 1.1069 -0.5604 0.20
H 2.8923 -0.4406 0.2403 0.18
H 1.3647 -0.8914 -1.2690 0.18
H 0.5835 0.5999 -0.9698 0.23
H 0.4435 -1.7629 1.0299 0.22
H -1.1374 -1.8713 -1.2608 0.17
H -2.5376 -0.5204 0.8669 0.38
H -0.6069 1.7268 0.8222 0.18
H -1.5883 2.4225 -1.0616 0.13
```

***

[4]
A gas-phase ion, C4H10NOS2 (charge +1), computed with ωB97M-V/def2-TZVPD.

As for the energy above the lowest of the compared OMol25 structures with the same formula, charge and spin: 0.0 kJ/mol. Its highest occupied orbital energy is -12.78 eV. As for the frontier orbital gap: 8.687 eV. Its total charge is +1. As for the spin multiplicity: 1.

Structure (XYZ):
```
18
Properties=species:S:1:pos:R:3:nbo_charge:R:1
N 1.1373 0.6226 -1.8658 -0.67
C 1.3277 0.8369 -0.3957 -0.17
C 1.5707 2.3191 -0.0107 0.41
O 2.6739 2.7175 0.1763 -0.41
C 0.1566 0.2638 0.3787 -0.59
S -0.0395 -1.4966 -0.0409 0.07
S -2.0472 -1.7878 -0.1808 0.15
C -2.5468 -2.2880 1.4680 -0.77
H 1.9032 1.0881 -2.3727 0.45
H 0.2443 0.9833 -2.2096 0.45
H 1.1862 -0.3840 -2.0530 0.47
H 2.2153 0.2743 -0.1284 0.25
H 0.6392 2.9004 0.1224 0.14
H 0.3657 0.3884 1.4423 0.26
H -0.7856 0.7895 0.2253 0.25
H -3.2490 -1.5692 1.8627 0.24
H -3.0162 -3.2589 1.4114 0.25
H -1.7357 -2.3995 2.1704 0.25
```

***

[5]
2 unconnected molecules or ions with the total composition C4H10NP at a distorted geometry, computed with ωB97M-V/def2-TZVPD.

As for the energy above the lowest of the compared OMol25 structures with the same formula, charge and spin: 418.9 kJ/mol. Its highest occupied orbital energy (spin up / spin down) is -6.89 / -6.97 eV. As for the frontier orbital gap (spin up / spin down): 7.538 / 7.204 eV. As for the spin multiplicity: 1.

Structure (XYZ):
```
16
Properties=species:S:1:pos:R:3:nbo_charge:R:1
C 2.8516 0.3154 0.0394 -0.10
C 3.0714 -1.1320 0.2871 -0.23
C -0.2307 0.8474 -1.0565 -0.95
C -3.3346 -0.1036 0.7492 -0.87
N 1.7874 -0.4523 0.1794 -0.57
P 0.2136 -0.8004 -0.3021 0.54
H 3.2453 1.4191 0.1038 0.25
H -3.6004 0.8425 0.1696 0.20
H 3.4019 -1.8567 -0.4414 0.20
H 3.3894 -1.3112 1.3405 0.18
H 0.1515 1.6897 -0.3856 0.23
H -1.2685 0.9263 -1.1325 0.23
H 0.2841 0.8893 -2.0275 0.23
H -3.8469 0.0493 1.8142 0.24
H -2.3841 -0.2670 0.4716 0.21
H -3.7309 -1.0559 0.1909 0.21
```

***

[6]
A gas-phase ion, C4H10NS (charge -1) at a distorted geometry, computed with ωB97M-V/def2-TZVPD.

As for the energy above the lowest of the compared OMol25 structures with the same formula, charge and spin: 76.4 kJ/mol. Its highest occupied orbital energy is -2.34 eV. As for the frontier orbital gap: 6.133 eV. Its total charge is -1. As for the spin multiplicity: 1.

Structure (XYZ):
```
16
Properties=species:S:1:pos:R:3:nbo_charge:R:1
C 0.4571 1.0784 -0.1561 -0.44
C -0.8084 1.3949 0.6951 -0.51
S -1.9001 2.4809 -0.3461 -0.74
C 0.2781 -0.0516 -1.1820 -0.24
N 0.1160 -1.4678 -0.6679 -0.66
C 0.3557 -1.7398 0.7641 -0.41
H 1.4088 0.8448 0.3473 0.16
H 0.6466 2.0549 -0.5926 0.23
H -1.2966 0.4710 0.9663 0.17
H -0.4780 1.9342 1.5961 0.18
H 1.0941 -0.0866 -1.8931 0.16
H -0.4740 0.3315 -1.8799 0.22
H -0.7804 -1.8340 -0.9570 0.35
H 0.6866 -2.7688 0.9292 0.17
H 1.2164 -1.1299 1.0012 0.20
H -0.5221 -1.5122 1.3753 0.18
```

***

[7]
2 unconnected molecules or ions with the total composition C4H10NS at a distorted geometry, computed with ωB97M-V/def2-TZVPD.

As for the energy above the lowest of the compared OMol25 structures with the same formula, charge and spin: 438.2 kJ/mol. Its highest occupied orbital energy is -12.96 eV. As for the frontier orbital gap: 8.279 eV. Its total charge is +1. As for the spin multiplicity: 1.

Structure (XYZ):
```
16
Properties=species:S:1:pos:R:3:nbo_charge:R:1
C -2.7392 -0.3341 0.7132 -0.46
C 0.9372 1.2863 -0.3401 -0.44
C 0.7080 -1.1311 -0.3619 -0.43
C -0.3383 0.1359 1.2597 0.10
N 0.5248 0.1102 0.3936 -0.31
S -3.5125 -0.6459 -0.7388 0.35
H -3.2978 0.0013 1.5627 0.19
H 2.0756 1.2175 -0.3103 0.24
H 0.5517 1.1478 -1.3597 0.23
H 0.7652 2.3361 0.1594 0.26
H -0.2073 -1.2359 -0.9318 0.21
H 1.6767 -1.1844 -0.9761 0.26
H 0.6276 -1.9449 0.3528 0.24
H -0.5426 1.0544 1.7785 0.22
H -0.7013 -0.8014 1.8216 0.25
H -2.4434 -0.6032 -1.5166 0.10
```

***

[8]
2 unconnected molecules or ions with the total composition C4H10NS at a distorted geometry, computed with ωB97M-V/def2-TZVPD.

As for the energy above the lowest of the compared OMol25 structures with the same formula, charge and spin: 474.6 kJ/mol. Its highest occupied orbital energy is -13.03 eV. As for the frontier orbital gap: 7.678 eV. Its total charge is +1. As for the spin multiplicity: 1.

Structure (XYZ):
```
16
Properties=species:S:1:pos:R:3:nbo_charge:R:1
C 0.8626 -1.0849 -0.9408 -0.27
C 0.3035 -0.3482 0.1457 0.01
C 1.6197 1.4618 -1.3359 -0.42
C -2.2909 -0.6499 2.3219 -0.78
N 0.5231 0.3513 -1.1735 -0.39
S -2.2058 -0.2225 0.5297 0.17
H 1.7629 -1.6837 -0.9082 0.27
H 0.1453 -1.5425 -1.4926 0.23
H 0.8713 -0.1053 0.9683 0.22
H 2.5128 1.1768 -0.7496 0.23
H 1.8076 1.6498 -2.3734 0.24
H 1.3238 2.4791 -0.9827 0.25
H -1.3207 -0.3824 2.8891 0.26
H -2.6883 -1.7012 2.3097 0.25
H -3.0121 0.1474 2.7146 0.26
H -0.2149 0.4544 -1.9223 0.46
```

***

[9]
A gas-phase ion, C4H10NS2 (charge +1) at a distorted geometry, computed with ωB97M-V/def2-TZVPD.

As for the energy above the lowest of the compared OMol25 structures with the same formula, charge and spin: 125.0 kJ/mol. Its highest occupied orbital energy is -13.57 eV. As for the frontier orbital gap: 8.858 eV. Its total charge is +1. As for the spin multiplicity: 1.

Structure (XYZ):
```
17
Properties=species:S:1:pos:R:3:nbo_charge:R:1
C 1.2635 1.1184 -1.1965 -0.25
C 0.9189 2.2432 -0.1807 -0.55
C -0.0862 0.0913 1.2315 -0.41
C -1.2986 -2.1507 1.7930 -0.72
N 0.6467 -0.2350 -0.9350 -0.76
S 0.9879 1.4214 1.4482 0.40
S 0.2288 -1.2109 2.1858 0.53
H 0.9803 1.5976 -2.1238 0.23
H 2.3292 1.0149 -1.1465 0.22
H 1.3641 3.1966 -0.2883 0.28
H -0.1116 2.7000 -0.1752 0.24
H -1.1280 0.1320 0.9581 0.24
H -1.8909 -1.5664 1.0684 0.22
H -1.8137 -2.1063 2.7615 0.26
H -1.1911 -3.0694 1.3450 0.25
H -0.0897 -0.4214 -1.6446 0.41
H 1.4553 -0.8203 -0.9097 0.40
```

***

[10]
A gas-phase ion, C4H10NS2 (charge +1) at a distorted geometry, computed with ωB97M-V/def2-TZVPD.

As for the energy above the lowest of the compared OMol25 structures with the same formula, charge and spin: 81.1 kJ/mol. Its highest occupied orbital energy is -13.04 eV. As for the frontier orbital gap: 9.745 eV. Its total charge is +1. As for the spin multiplicity: 1.

Structure (XYZ):
```
17
Properties=species:S:1:pos:R:3:nbo_charge:R:1
C 1.8278 -0.6445 0.0307 -0.23
C 1.9306 0.7844 0.5442 -0.55
C -0.4120 -0.1739 -0.1055 -0.31
C -3.2762 0.7302 -0.2056 -0.68
N 0.5432 -1.1792 0.5989 -0.52
S 0.2582 1.5057 0.2835 0.26
S -2.1061 -0.4783 0.5133 0.18
H 1.7347 -0.6989 -1.1552 0.25
H 2.6543 -1.1453 0.4058 0.25
H 2.2281 0.9317 1.5720 0.25
H 2.8094 1.2019 -0.0249 0.27
H -0.4258 -0.2797 -1.1382 0.22
H -4.2113 0.3711 -0.0057 0.25
H -3.0968 0.6806 -1.2232 0.22
H -3.1018 1.7651 0.2206 0.24
H 0.1906 -2.0696 0.3635 0.45
H 0.3180 -1.0379 1.5726 0.45
```